# 1
{"formula": "C20H37BrF9O9P2S", "method": "the ωB97M-V functional and the def2-TZVPD basis", "symbols": ["O", "C", "Br", "C", "S", "C", "C", "C", "F", "F", "C", "F", "F", "C", "F", "F", "C", "F", "F", "F", "H", "H", "H", "H", "H", "H", "H", "O", "P", "O", "C", "C", "O", "C", "C", "O", "C", "C", "H", "H", "H", "H", "H", "H", "H", "H", "H", "H", "H", "H", "H", "H", "H", "O", "P", "O", "C", "C", "O", "C", "C", "O", "C", "C", "H", "H", "H", "H", "H", "H", "H", "H", "H", "H", "H", "H", "H", "H", "H"], "coordinates": [[-0.4939, 4.4406, -2.4045], [-0.5775, 5.6140, -2.2549], [0.1975, 6.5051, -0.7132], [-1.2995, 6.5123, -3.2681], [-3.0696, 6.1566, -3.4038], [-3.4031, 4.4167, -3.0348], [-4.9291, 4.1441, -2.9927], [-5.5141, 4.4532, -1.6043], [-5.6088, 3.2689, -0.9593], [-4.6432, 5.1930, -0.8769], [-6.9452, 5.0565, -1.5889], [-7.1901, 5.4071, -0.3193], [-7.7977, 4.0899, -1.9278], [-7.1250, 6.3460, -2.4586], [-5.9459, 6.8983, -2.8412], [-7.7423, 7.2604, -1.7087], [-8.0279, 6.1700, -3.7132], [-9.2813, 5.9525, -3.3781], [-7.9522, 7.3022, -4.4100], [-7.6014, 5.1777, -4.5033], [-1.2375, 7.5439, -2.9156], [-0.7857, 6.4649, -4.2274], [-3.6171, 6.8758, -2.3951], [-3.0172, 3.8327, -3.8718], [-2.8875, 4.0654, -2.1447], [-5.3693, 4.7216, -3.8053], [-5.0344, 3.0847, -3.2145], [2.0626, 0.1401, 3.7541], [1.8841, 1.0094, 2.5564], [0.7266, 0.2407, 1.6872], [-0.5652, 0.0702, 2.2650], [-1.2777, 1.3929, 2.4834], [3.2307, 0.5971, 1.7173], [4.4521, 0.2982, 2.4106], [4.7284, -1.1887, 2.3513], [1.7609, 2.4500, 1.7888], [2.1378, 2.6769, 0.4318], [1.1238, 2.1984, -0.5839], [-0.4822, -0.4838, 3.2033], [-1.1371, -0.5458, 1.5701], [-0.7573, 2.0014, 3.2291], [-2.2978, 1.2259, 2.8314], [-1.3107, 1.9735, 1.5607], [4.4117, 0.6455, 3.4427], [5.2537, 0.8492, 1.9135], [3.8684, -1.7677, 2.6841], [5.5875, -1.4492, 2.9720], [4.9382, -1.4938, 1.3251], [3.1317, 2.2951, 0.2154], [2.2130, 3.7637, 0.3301], [1.1578, 1.1175, -0.7151], [1.3353, 2.6462, -1.5564], [0.1087, 2.4653, -0.2870], [3.3387, -4.3734, 1.4883], [3.0607, -5.8350, 1.5952], [4.3018, -6.5338, 0.7932], [5.6297, -6.3451, 1.2824], [5.8380, -6.9866, 2.6415], [1.8749, -5.9575, 0.4576], [0.9447, -4.8863, 0.2827], [1.2331, -4.1514, -1.0104], [2.5572, -7.1667, 2.3826], [1.9628, -8.3137, 1.7606], [2.9566, -9.2372, 1.0895], [5.8640, -5.2778, 1.3178], [6.2971, -6.8033, 0.5524], [5.2259, -6.4966, 3.4054], [6.8831, -6.9136, 2.9435], [5.5501, -8.0372, 2.6241], [0.9718, -4.2014, 1.1303], [-0.0561, -5.3241, 0.2486], [2.2793, -3.8537, -1.0687], [0.6081, -3.2601, -1.0973], [1.0345, -4.7991, -1.8663], [1.1593, -8.0385, 1.0830], [1.4872, -8.8586, 2.5788], [3.2929, -8.8353, 0.1348], [2.4849, -10.2007, 0.8898], [3.8342, -9.3959, 1.7152]], "lowdin_charge": [0.048, -0.846, 0.808, -0.340, 1.193, -0.325, -0.081, -0.438, 0.141, 0.111, -0.364, 0.177, 0.190, -0.328, 0.111, 0.185, -0.560, 0.224, 0.194, 0.176, 0.083, 0.119, 0.044, 0.121, 0.103, 0.109, 0.151, -0.201, 0.587, -0.214, -0.280, -0.081, -0.239, -0.280, -0.075, -0.216, -0.265, -0.078, 0.114, 0.118, 0.074, 0.079, 0.060, 0.105, 0.115, 0.068, 0.080, 0.077, 0.116, 0.105, 0.079, 0.068, 0.062, -0.212, 0.585, -0.210, -0.277, -0.077, -0.238, -0.290, -0.075, -0.212, -0.259, -0.069, 0.109, 0.119, 0.074, 0.081, 0.068, 0.103, 0.115, 0.076, 0.071, 0.075, 0.111, 0.120, 0.076, 0.082, 0.071], "multiplicity": 1, "largest_force_ev_per_a": 6.860, "homo_ha": -0.41372, "homo_lumo_gap_ev": 7.192, "energy_ha": -6014.919077, "total_charge": 1, "molar_mass_g_mol": 766.41}

---

# 2
{"formula": "C20H37F6NO6", "method": "the ωB97M-V functional and the def2-TZVPD basis", "symbols": ["C", "C", "O", "C", "O", "C", "F", "F", "F", "H", "H", "H", "H", "H", "C", "C", "O", "C", "O", "C", "F", "F", "F", "H", "H", "H", "H", "H", "C", "C", "N", "C", "C", "C", "C", "H", "H", "H", "H", "H", "H", "H", "H", "H", "H", "H", "H", "H", "H", "H", "C", "C", "C", "O", "H", "H", "H", "H", "H", "H", "C", "C", "C", "O", "H", "H", "H", "H", "H", "H"], "coordinates": [[-8.9606, -5.4581, -15.8840], [-9.7395, -5.5726, -14.6050], [-8.8398, -5.9436, -13.5191], [-8.4208, -4.9674, -12.7487], [-8.6099, -3.7960, -12.8929], [-7.5771, -5.5040, -11.5679], [-6.3812, -4.8859, -11.5855], [-8.1861, -5.2003, -10.4048], [-7.3729, -6.8210, -11.6063], [-8.6036, -6.4352, -16.1985], [-8.1025, -4.8031, -15.7257], [-9.5856, -5.0084, -16.6538], [-10.4245, -6.4167, -14.6568], [-10.2681, -4.6572, -14.3637], [-4.6780, -8.2113, -10.0264], [-4.1526, -7.0778, -10.8784], [-2.7211, -7.1911, -11.0613], [-1.9063, -7.0200, -10.0497], [-2.1737, -6.5958, -8.9644], [-0.4542, -7.3814, -10.4345], [-0.3773, -7.9729, -11.6305], [0.3098, -6.2836, -10.4587], [0.0580, -8.2035, -9.5073], [-4.1942, -8.2191, -9.0540], [-4.4882, -9.1557, -10.5390], [-5.7535, -8.0996, -9.9004], [-4.3444, -6.1064, -10.4190], [-4.5440, -7.0836, -11.8892], [-2.7453, -4.4421, -16.6545], [-2.1571, -5.3486, -15.5957], [-2.0142, -4.7076, -14.2994], [-3.2942, -4.5071, -13.6481], [-3.2162, -3.4762, -12.5166], [-1.0917, -5.4644, -13.4426], [0.3478, -5.1885, -13.8183], [-2.8990, -4.9823, -17.5883], [-2.0829, -3.5967, -16.8528], [-3.6807, -3.9962, -16.3193], [-2.7619, -6.2725, -15.4886], [-1.1794, -5.6921, -15.9336], [-4.0466, -4.1138, -14.3314], [-3.6785, -5.4749, -13.2709], [-2.5444, -3.7873, -11.7155], [-2.8213, -2.5461, -12.9308], [-4.1852, -3.2466, -12.0737], [-1.3476, -6.5382, -13.5055], [-1.2912, -5.2145, -12.4044], [0.6083, -5.4095, -14.8478], [1.0185, -5.7900, -13.1920], [0.5795, -4.1571, -13.5492], [-2.6670, -9.3039, -14.1106], [-3.7232, -10.3559, -14.3438], [-3.4921, -11.3193, -15.4885], [-4.7306, -10.3969, -13.6699], [-2.4417, -8.8092, -15.0608], [-1.7238, -9.7551, -13.7920], [-2.9987, -8.5626, -13.3905], [-3.1951, -10.7472, -16.3710], [-4.3952, -11.8811, -15.7016], [-2.6648, -11.9918, -15.2540], [-9.1002, -7.2599, -6.1039], [-7.6590, -6.8284, -6.2096], [-7.2671, -6.1517, -7.4900], [-6.8231, -7.1620, -5.4045], [-9.3336, -7.7263, -5.1523], [-9.2921, -7.9789, -6.9053], [-9.7674, -6.4113, -6.2768], [-6.2445, -5.7809, -7.4524], [-7.9223, -5.3681, -7.8633], [-7.2807, -6.9458, -8.2480]], "nbo_charge": [-0.633, -0.080, -0.473, 0.695, -0.547, 0.900, -0.313, -0.312, -0.304, 0.218, 0.221, 0.225, 0.198, 0.209, -0.645, -0.074, -0.490, 0.696, -0.543, 0.899, -0.310, -0.308, -0.306, 0.231, 0.225, 0.223, 0.200, 0.203, -0.611, -0.211, -0.456, -0.202, -0.617, -0.219, -0.615, 0.209, 0.212, 0.200, 0.150, 0.196, 0.196, 0.149, 0.198, 0.215, 0.214, 0.167, 0.196, 0.204, 0.212, 0.214, -0.715, 0.593, -0.719, -0.549, 0.224, 0.237, 0.233, 0.223, 0.236, 0.235, -0.717, 0.588, -0.724, -0.535, 0.236, 0.231, 0.224, 0.240, 0.229, 0.229], "multiplicity": 1, "largest_force_ev_per_a": 1.249, "homo_ha": -0.31325, "de_lowest_kcal_mol": 0.00, "homo_lumo_gap_ev": 8.947, "energy_ha": -1889.669094, "total_charge": 0, "molar_mass_g_mol": 501.50}

---

# 3
{"formula": "C20H37MoN4O4SSi", "method": "the ωB97M-V functional and the def2-TZVPD basis", "symbols": ["Mo", "C", "C", "N", "N", "C", "N", "S", "C", "C", "C", "C", "C", "N", "H", "H", "H", "H", "H", "H", "H", "H", "H", "H", "C", "C", "C", "C", "O", "Si", "O", "O", "C", "C", "C", "C", "O", "C", "C", "C", "C", "H", "H", "H", "H", "H", "H", "H", "H", "H", "H", "H", "H", "H", "H", "H", "H", "H", "H", "H", "H", "H", "H", "H", "H", "H", "H", "H"], "coordinates": [[-1.4627, 0.7614, -0.3326], [-4.9285, -0.7740, -2.5680], [-3.8202, 0.0295, -1.9937], [-2.9802, -0.4358, -1.1359], [-3.1965, -1.6333, -0.4563], [-3.1582, -1.4998, 0.8894], [-3.4879, -2.5028, 1.6567], [-2.6490, 0.0202, 1.5883], [-3.6461, 1.4999, -2.2425], [-4.4569, 2.2134, -3.0742], [-4.3779, 3.6216, -3.0661], [-3.4972, 4.2414, -2.2173], [-2.6654, 3.4521, -1.4226], [-2.7283, 2.1184, -1.4282], [-5.6240, -1.0713, -1.7756], [-4.5295, -1.6767, -3.0375], [-5.4970, -0.2351, -3.3174], [-3.5598, -2.4375, -0.9518], [-3.8334, -3.3865, 1.3022], [-3.4346, -2.4070, 2.6637], [-5.1644, 1.7172, -3.7224], [-5.0229, 4.2017, -3.7148], [-3.4265, 5.3191, -2.1574], [-1.9402, 3.9087, -0.7640], [2.8876, 2.7089, -0.2606], [1.6508, 2.4086, 0.5765], [0.4220, 2.4675, -0.3615], [1.4751, 3.3874, 1.7204], [1.7393, 1.1056, 1.1531], [1.6177, -0.4055, 0.5693], [-0.0972, -0.2669, -0.0345], [1.5655, -1.5259, 1.6673], [1.7191, -1.6176, 3.1442], [0.5427, -0.9046, 3.7746], [1.7087, -3.1008, 3.4547], [3.0448, -0.9821, 3.5156], [2.4604, -0.6461, -0.7399], [2.8101, -1.8631, -1.5237], [3.9470, -2.5493, -0.7960], [1.5765, -2.7499, -1.5989], [3.2195, -1.3624, -2.8880], [2.8167, 3.6931, -0.7254], [3.0347, 1.9545, -1.0347], [3.7599, 2.7054, 0.3926], [0.2690, 3.4737, -0.7453], [-0.4722, 2.2684, 0.3410], [0.5536, 1.7961, -1.2217], [1.4732, 4.4164, 1.3585], [2.3067, 3.2740, 2.4144], [0.5504, 3.1979, 2.2716], [-0.3955, -1.3981, 3.5056], [0.5040, 0.1423, 3.4615], [0.6345, -0.9247, 4.8607], [0.8109, -3.5724, 3.0518], [1.7250, -3.2506, 4.5342], [2.5822, -3.5936, 3.0289], [3.0249, 0.0996, 3.3689], [3.8554, -1.4075, 2.9225], [3.2631, -1.1787, 4.5655], [3.6533, -2.8443, 0.2124], [4.8113, -1.8880, -0.7339], [4.2435, -3.4489, -1.3361], [1.3061, -3.1363, -0.6119], [1.7705, -3.6034, -2.2479], [0.7321, -2.1973, -2.0226], [4.0489, -0.6605, -2.8021], [2.3908, -0.8665, -3.3973], [3.5444, -2.1996, -3.5057]], "lowdin_charge": [1.412, 0.043, -0.179, -0.133, 0.056, -0.683, 0.205, 0.787, -0.180, 0.066, 0.056, 0.034, -0.049, -0.065, 0.127, 0.121, 0.094, 0.181, 0.160, 0.146, 0.135, 0.150, 0.145, 0.120, 0.015, -0.608, -0.071, 0.007, -0.072, 0.152, -0.379, -0.072, -0.586, -0.023, -0.011, -0.006, -0.077, -0.589, -0.004, -0.029, -0.015, 0.110, 0.091, 0.117, 0.113, 0.046, 0.102, 0.108, 0.112, 0.096, 0.069, 0.081, 0.110, 0.090, 0.107, 0.099, 0.087, 0.102, 0.110, 0.084, 0.105, 0.110, 0.087, 0.108, 0.077, 0.100, 0.089, 0.107], "multiplicity": 1, "largest_force_ev_per_a": 2.365, "homo_ha": [-0.66532, -0.66532], "de_lowest_kcal_mol": 5.70, "homo_lumo_gap_ev": [6.711, 6.707], "energy_ha": -2059.364104, "total_charge": 3, "molar_mass_g_mol": 553.63}